(1)
Formula: C2H6N5
Source: OMol25
Level of theory: ωB97M-V/def2-TZVPD

Kohn-Sham gap: 10.04 eV
HOMO energy: -14.8 eV
SMILES: [H]/N=C(\N)CN=[N+]=N
multiplicity: 1
net charge: +1
energy above the lowest of the compared OMol25 structures with the same formula, charge and spin: 449.8 kJ/mol

Each line ends with the Löwdin charge.
Positions of all 13 atoms, in Å:
C (0.861, 0.130, -0.092)  -0.24
C (0.080, -1.263, -0.036)  -0.11
N (-1.265, -1.076, 0.001)  0.11
N (-1.744, 0.011, 0.003)  -0.13
N (-2.741, 0.609, 0.109)  0.27
N (-0.110, 1.036, -0.108)  0.18
N (2.227, 0.256, 0.183)  0.21
H (0.171, -2.000, -0.866)  0.15
H (0.490, -1.830, 0.866)  0.16
H (-3.140, 1.449, -0.151)  0.12
H (-0.047, 2.001, -0.012)  0.09
H (2.746, -0.519, -0.101)  0.10
H (2.472, 1.194, 0.205)  0.10

=====

(2)
Formula: C55H50AsBrI3N2O3PSTl
Source: OMol25
Level of theory: ωB97M-V/def2-TZVPD

Kohn-Sham gap: 6.62 eV
HOMO energy: -9.8 eV
multiplicity: 1
net charge: +1
energy above the lowest of the compared OMol25 structures with the same formula, charge and spin: 104.7 kJ/mol

Each line ends with the Löwdin charge.
Positions of all 118 atoms, in Å:
Tl (0.649, -0.731, -1.190)  0.76
C (-2.740, 3.033, 0.697)  -0.02
C (-1.363, 3.558, 0.483)  -0.31
C (-0.953, 4.670, 1.265)  -0.02
C (0.356, 5.053, 1.268)  0.00
C (1.295, 4.352, 0.450)  -0.16
C (2.604, 4.797, 0.325)  -0.03
C (3.457, 3.994, -0.372)  -0.07
C (3.012, 2.867, -1.073)  -0.13
C (1.711, 2.501, -1.117)  -0.56
S (1.151, 1.357, -2.391)  0.61
C (0.803, 3.198, -0.231)  -0.23
N (-0.511, 2.874, -0.231)  0.15
H (-3.322, 3.666, 1.358)  0.08
H (-2.753, 1.999, 1.085)  0.09
H (-3.278, 3.002, -0.243)  0.07
H (-1.687, 5.224, 1.787)  0.10
H (0.607, 5.989, 1.748)  0.12
H (2.858, 5.767, 0.640)  0.11
H (4.548, 4.185, -0.507)  0.13
H (3.769, 2.323, -1.663)  0.12
C (-2.351, 0.906, -1.944)  -0.11
O (-1.801, 0.216, -0.856)  -0.30
C (-2.681, -0.784, -0.379)  -0.18
C (-2.589, -2.106, -1.104)  -0.15
O (-1.229, -2.559, -1.022)  -0.28
C (-1.099, -3.923, -1.415)  -0.05
H (-3.256, 1.451, -1.463)  0.11
H (-2.759, 0.201, -2.669)  0.08
H (-1.593, 1.576, -2.272)  0.04
H (-3.671, -0.353, -0.302)  0.14
H (-2.312, -1.026, 0.600)  0.11
H (-2.901, -2.034, -2.170)  0.15
H (-3.186, -2.779, -0.575)  0.10
H (-1.550, -4.589, -0.667)  0.08
H (-0.025, -4.095, -1.469)  0.05
H (-1.581, -4.065, -2.403)  0.12
I (2.790, -5.564, -1.787)  0.97
C (2.171, -4.260, -3.277)  -0.64
C (2.222, -4.739, -4.592)  -0.26
C (1.668, -4.061, -5.606)  -0.64
I (2.034, -4.723, -7.583)  0.90
C (0.836, -2.861, -5.325)  -0.16
C (-0.084, -2.291, -6.203)  -0.02
C (-0.886, -1.277, -5.759)  -0.03
C (-0.777, -0.879, -4.457)  -0.13
N (0.066, -1.392, -3.583)  0.06
C (0.882, -2.402, -3.985)  -0.15
C (1.670, -3.014, -2.974)  -0.44
O (1.696, -2.540, -1.749)  -0.29
H (2.732, -5.691, -4.790)  0.09
H (-0.077, -2.662, -7.224)  0.08
H (-1.521, -0.756, -6.476)  0.12
H (-1.358, -0.072, -4.063)  0.08
Br (-1.936, 6.490, -6.160)  0.73
C (-0.628, 7.254, -5.061)  -0.76
C (-0.546, 8.601, -4.960)  -0.15
C (0.404, 9.160, -4.154)  -0.08
C (1.373, 8.373, -3.535)  -0.06
C (1.322, 6.957, -3.709)  -0.16
C (0.342, 6.422, -4.505)  -0.77
I (0.350, 4.354, -4.754)  0.90
H (-1.202, 9.250, -5.470)  0.10
H (0.594, 10.264, -4.169)  0.13
H (2.129, 8.727, -2.901)  0.08
H (2.131, 6.334, -3.310)  0.09
C (0.229, -2.679, 1.897)  -0.33
C (0.363, -3.159, 3.402)  -0.36
As (-1.400, -3.512, 4.388)  1.33
C (-2.632, -3.709, 2.815)  -0.40
C (-2.405, -4.846, 2.022)  -0.14
C (-3.321, -5.291, 1.121)  -0.12
C (-4.510, -4.638, 1.056)  -0.11
C (-4.827, -3.589, 1.871)  -0.08
C (-3.878, -3.188, 2.758)  -0.14
C (-1.915, -1.697, 4.992)  -0.41
C (-1.952, -0.530, 4.160)  -0.09
C (-2.491, 0.641, 4.742)  -0.09
C (-2.953, 0.664, 6.023)  -0.10
C (-2.956, -0.447, 6.825)  -0.07
C (-2.383, -1.618, 6.312)  -0.12
P (1.502, -1.509, 1.167)  1.06
C (3.056, -2.362, 1.089)  -0.41
C (4.082, -1.837, 0.301)  -0.07
C (5.395, -2.372, 0.380)  -0.03
C (5.577, -3.519, 1.156)  -0.06
C (4.509, -4.049, 1.847)  -0.07
C (3.256, -3.449, 1.883)  -0.09
C (1.737, -0.138, 2.384)  -0.32
C (0.851, 1.000, 2.338)  -0.09
C (1.198, 2.143, 3.060)  -0.08
C (2.353, 2.203, 3.879)  -0.06
C (3.259, 1.146, 3.849)  -0.05
C (2.921, -0.053, 3.121)  -0.06
H (-0.654, -2.127, 1.748)  0.01
H (0.254, -3.539, 1.258)  0.07
H (0.878, -2.449, 4.010)  0.05
H (0.839, -4.080, 3.431)  0.00
H (-1.409, -5.343, 2.022)  0.12
H (-3.136, -6.167, 0.558)  0.11
H (-5.331, -5.034, 0.440)  0.12
H (-5.784, -3.124, 1.801)  0.11
H (-4.147, -2.345, 3.355)  0.10
H (-1.478, -0.527, 3.155)  0.08
H (-2.444, 1.498, 4.072)  0.10
H (-3.322, 1.564, 6.484)  0.11
H (-3.255, -0.269, 7.793)  0.08
H (-2.428, -2.476, 6.968)  0.09
H (3.976, -0.970, -0.307)  0.10
H (6.116, -1.917, -0.266)  0.10
H (6.608, -3.860, 1.324)  0.12
H (4.618, -4.883, 2.522)  0.11
H (2.501, -3.966, 2.449)  0.09
H (0.042, 1.194, 1.590)  0.10
H (0.528, 3.001, 3.002)  0.09
H (2.515, 3.177, 4.427)  0.13
H (4.204, 1.188, 4.397)  0.11
H (3.615, -0.871, 3.072)  0.09

=====

(3)
Formula: C4H8N2O
Source: OMol25
Level of theory: ωB97M-V/def2-TZVPD

Kohn-Sham gap: 10.78 eV
HOMO energy: -10.1 eV
SMILES: N#C[C@@H](N)CCO
multiplicity: 1
net charge: 0
energy above the lowest of the compared OMol25 structures with the same formula, charge and spin: 152.2 kJ/mol

Each line ends with the Löwdin charge.
Positions of all 15 atoms, in Å:
N (-2.081, -0.802, 0.079)  0.04
C (-0.866, -0.019, 0.288)  -0.41
C (0.251, -0.476, -0.653)  -0.15
C (1.559, 0.238, -0.354)  -0.26
O (1.830, 0.082, 1.038)  -0.07
C (-1.155, 1.405, 0.025)  -0.18
N (-1.357, 2.524, -0.176)  0.16
H (-1.879, -1.775, 0.290)  0.08
H (-2.791, -0.505, 0.742)  0.08
H (-0.469, -0.073, 1.312)  0.14
H (-0.046, -0.307, -1.695)  0.13
H (0.384, -1.559, -0.528)  0.12
H (1.492, 1.312, -0.609)  0.12
H (2.343, -0.216, -0.971)  0.12
H (2.773, 0.171, 1.213)  0.09

=====

(4)
Formula: CsF12N6Na3O24S12
Source: OMol25
Level of theory: ωB97M-V/def2-TZVPD

Kohn-Sham gap: 5.52 eV
HOMO energy: -5.1 eV
multiplicity: 1
net charge: -2

Each line ends with the Löwdin charge.
Positions of all 58 atoms, in Å:
Na (-6.017, 17.609, 28.769)  0.74
Na (-11.436, 21.492, 30.632)  0.73
Na (-8.407, 21.318, 32.139)  0.60
Cs (-9.908, 24.343, 25.818)  1.02
N (-9.126, 16.935, 24.493)  -0.25
S (-7.816, 17.775, 25.133)  0.56
O (-6.775, 18.188, 24.239)  -0.24
O (-7.570, 17.428, 26.505)  -0.30
F (-8.716, 19.122, 25.189)  -0.21
S (-8.462, 15.575, 24.510)  0.43
O (-8.489, 14.743, 25.709)  -0.32
O (-7.545, 15.304, 23.426)  -0.29
F (-9.804, 14.923, 23.857)  -0.26
N (-4.317, 20.961, 24.935)  -0.24
S (-5.612, 22.025, 25.404)  0.54
O (-5.468, 22.838, 26.575)  -0.26
O (-6.913, 21.600, 25.038)  -0.29
F (-5.346, 23.016, 24.160)  -0.22
S (-4.007, 20.574, 26.414)  0.44
O (-5.017, 19.891, 27.196)  -0.32
O (-3.151, 21.559, 27.052)  -0.29
F (-2.971, 19.365, 26.122)  -0.22
N (-9.095, 21.466, 29.898)  -0.36
S (-8.646, 20.365, 28.864)  0.50
O (-7.599, 19.423, 29.218)  -0.29
O (-8.617, 20.662, 27.454)  -0.24
F (-10.004, 19.486, 28.871)  -0.20
S (-7.972, 22.639, 29.346)  0.56
O (-8.404, 23.445, 28.235)  -0.37
O (-6.571, 22.352, 29.419)  -0.17
F (-8.128, 23.643, 30.607)  -0.17
N (-6.878, 27.622, 29.625)  -0.21
S (-7.057, 26.767, 28.390)  0.40
O (-6.047, 26.829, 27.376)  -0.26
O (-8.360, 26.241, 28.065)  -0.38
F (-6.531, 25.517, 29.291)  -0.23
S (-7.496, 29.008, 28.875)  0.56
O (-8.888, 29.061, 28.481)  -0.29
O (-6.528, 29.740, 28.088)  -0.30
F (-7.565, 29.888, 30.236)  -0.22
N (-12.156, 26.867, 30.651)  -0.27
S (-11.638, 27.365, 31.993)  0.47
O (-10.696, 28.453, 31.967)  -0.27
O (-11.493, 26.285, 32.999)  -0.35
F (-12.966, 28.086, 32.553)  -0.22
S (-11.145, 25.524, 30.472)  0.57
O (-11.758, 24.237, 30.741)  -0.33
O (-9.794, 25.767, 30.872)  -0.25
F (-11.126, 25.618, 28.869)  -0.22
N (-6.946, 22.443, 33.654)  -0.33
S (-5.470, 22.751, 33.488)  0.46
O (-4.684, 23.282, 34.587)  -0.27
O (-4.950, 23.089, 32.172)  -0.26
F (-5.011, 21.182, 33.549)  -0.25
S (-7.413, 24.005, 33.919)  0.54
O (-7.046, 25.018, 32.970)  -0.21
O (-7.420, 24.349, 35.337)  -0.27
F (-8.942, 23.678, 33.611)  -0.20

=====

(5)
Formula: C4H12
Source: OMol25
Level of theory: ωB97M-V/def2-TZVPD

Kohn-Sham gap: 12.41 eV
HOMO energy: -11.3 eV
SMILES: CC.CC
multiplicity: 1
net charge: 0
energy above the lowest of the compared OMol25 structures with the same formula, charge and spin: 55.7 kJ/mol

Each line ends with the Löwdin charge.
Positions of all 16 atoms, in Å:
C (1.398, -1.346, -1.604)  -0.19
C (0.573, -0.173, -2.060)  -0.17
H (2.267, -1.532, -2.243)  0.06
H (1.725, -1.291, -0.561)  0.06
H (0.943, -2.345, -1.656)  0.06
H (1.139, 0.735, -2.246)  0.06
H (0.161, -0.453, -3.039)  0.07
H (-0.282, 0.029, -1.417)  0.05
C (-0.277, 0.614, 2.083)  -0.17
C (-1.672, 0.962, 1.512)  -0.17
H (0.547, 0.911, 1.456)  0.05
H (-0.232, 0.997, 3.107)  0.05
H (-0.202, -0.430, 2.427)  0.06
H (-2.145, 1.610, 2.256)  0.05
H (-2.444, 0.203, 1.398)  0.06
H (-1.500, 1.508, 0.586)  0.05

=====

(6)
Formula: C12H15ClN2
Source: OMol25
Level of theory: ωB97M-V/def2-TZVPD

Kohn-Sham gap (spin up / spin down): 5.57 / 5.56 eV
HOMO energy (spin up / spin down): -15.7 / -15.7 eV
multiplicity: 1
net charge: +2
energy above the lowest of the compared OMol25 structures with the same formula, charge and spin: 401.1 kJ/mol

Each line ends with the Löwdin charge.
Positions of all 30 atoms, in Å:
C (-0.878, -0.163, 1.338)  0.07
C (1.463, -0.652, 0.831)  0.11
C (-0.525, -0.234, 2.692)  0.04
C (1.748, -0.730, 2.208)  0.05
C (0.150, -0.178, 0.331)  -0.16
C (0.739, -0.622, 3.161)  -0.18
C (-0.202, 0.674, -3.276)  -0.04
C (0.002, -0.021, -0.963)  0.14
C (1.237, 0.586, -3.286)  -0.81
C (0.961, -0.610, 4.603)  0.04
C (-1.789, -0.808, -2.199)  0.12
C (-1.617, 1.545, -1.558)  0.06
N (1.995, 0.090, -2.339)  0.17
N (-0.816, 0.344, -1.960)  -0.28
Cl (2.061, 1.167, -4.640)  0.84
H (-1.920, 0.042, 1.071)  0.13
H (2.283, -0.863, 0.144)  0.12
H (-1.252, -0.155, 3.505)  0.15
H (2.730, -0.775, 2.644)  0.14
H (-0.782, 0.937, -4.067)  0.10
H (1.991, -0.643, 4.725)  0.09
H (0.424, 0.087, 5.200)  0.12
H (0.604, -1.556, 4.920)  0.13
H (-2.738, -0.371, -2.262)  0.11
H (-1.613, -1.298, -3.067)  0.10
H (-1.792, -1.497, -1.445)  0.10
H (-1.060, 2.427, -1.334)  0.12
H (-2.345, 1.774, -2.438)  0.17
H (-2.056, 1.234, -0.535)  0.13
H (2.996, 0.271, -2.004)  0.16

=====

Question: Which formula does entry 2 have?
Answer: C55H50AsBrI3N2O3PSTl

=====

Question: What is the multiplicity in the fourth record?
Answer: 1

=====

Question: Number 6 is which compound?
Answer: C12H15ClN2